(1)
The following is a DFT calculation (ωB97M-V/def2-TZVPD) of 4 unconnected molecules or ions with the total composition C3H12O4S in a non-equilibrium geometry.

Properties
E_LUMO: 0.218 Eh
Energy above the lowest of the compared OMol25 structures with the same formula, charge and spin: 88.3 kJ/mol
Highest occupied orbital energy: -0.0059 Ha
Kohn-Sham gap: 6.095 eV
Total charge: -2

Each line ends with the Mulliken charge.
Cartesian coordinates (Å):
C  -0.594309  0.681374  0.056841  -0.553
O  -1.781887  0.033216  -0.048123  -0.907
C  0.704001  -0.050326  -0.057912  0.123
C  1.694260  1.087335  -0.048806  -0.772
S  3.518209  0.650113  -0.187443  -0.749
H  -0.585086  1.378624  0.909149  0.304
H  -0.554393  1.343181  -0.869355  0.042
H  0.893617  -0.618326  0.861064  0.156
H  0.610554  -0.741423  -0.942514  0.110
H  1.614454  1.714734  -0.924167  0.243
H  1.276601  1.615981  0.805426  0.265
H  -2.831757  0.665125  2.640258  0.232
H  -2.673363  0.493433  0.933456  0.432
O  -3.372312  0.620625  1.794740  -0.809
H  -2.069752  -0.859022  -3.070653  0.260
H  -2.490919  -0.336693  -1.493836  0.429
O  -2.753692  -0.500440  -2.506843  -0.730
H  2.464578  -2.691643  0.338697  0.327
H  3.666966  -1.803022  0.865048  0.274
O  3.264223  -2.682845  0.944965  -0.678

Forces on the atoms, in the same order (eV/Å):
-1.4 1.5 -2.3
-1.4 -1.2 0.5
-0.2 -0.9 0.1
1.6 -0.8 -1.0
-0.5 0.0 0.8
0.0 -0.1 0.3
0.2 0.2 0.7
0.0 -0.4 -0.2
0.6 0.7 0.7
-0.6 0.2 -0.2
1.3 0.7 0.4
-0.9 -0.1 -1.9
-0.2 -0.6 0.8
1.1 0.4 1.1
0.5 0.0 0.7
0.9 -0.2 -1.5
-0.9 0.4 1.0
1.7 0.6 1.1
-0.5 0.5 -0.4
-1.2 -0.8 -0.7

(2)
The following is a DFT calculation (ωB97M-V/def2-TZVPD) of a molecular structure, C12H33ClIN2P2RhS in a non-equilibrium geometry.

Properties
E_LUMO (spin up / spin down): -0.216 / -0.348 Eh
Energy above the lowest of the compared OMol25 structures with the same formula, charge and spin: 40.7 kJ/mol
Highest occupied orbital energy (spin up / spin down): -0.4437 / -0.5462 Ha
Kohn-Sham gap (spin up / spin down): 6.186 / 5.385 eV
Spin multiplicity: 5
Total charge: +2

Each line ends with the Mulliken charge.
Cartesian coordinates (Å):
C  -1.297362  -0.019030  -5.408468  -0.989
I  -1.302287  -0.199259  -3.166957  0.174
H  -0.271883  0.073238  -5.743805  0.381
H  -1.908138  0.873882  -5.569810  0.361
H  -1.796319  -0.942945  -5.724761  0.375
Rh  0.445263  0.029590  -1.077461  -0.659
P  0.494734  2.318217  -1.454061  1.088
C  -1.198296  2.993068  -1.397689  -1.106
C  1.482271  3.310993  -0.293975  -1.405
H  1.606898  4.327549  -0.694628  0.510
H  1.298316  3.723651  -3.242061  0.453
H  2.468359  2.845287  -0.178922  0.369
H  2.097317  2.117332  -3.211969  0.352
H  -1.626281  2.846763  -0.397839  0.344
H  0.983717  3.363339  0.681512  0.323
C  1.143993  2.647094  -3.113168  -1.083
H  -1.163802  4.065851  -1.624351  0.425
H  0.454131  2.277552  -3.878361  0.249
H  -1.833449  2.478044  -2.131209  0.310
P  0.404437  -2.258222  -0.952033  1.021
C  -1.322221  -2.793444  -0.749882  -1.014
C  0.988400  -2.946697  -2.529247  -1.120
H  2.391923  -2.697404  0.319222  0.341
H  1.346955  -4.145031  0.197746  0.491
H  0.926766  -2.832686  1.335101  0.289
C  1.358310  -3.058386  0.354341  -1.232
H  1.956704  -2.485365  -2.757488  0.341
H  1.103787  -4.033079  -2.434046  0.450
H  -1.357403  -3.889711  -0.725463  0.450
H  -1.931601  -2.421583  -1.585204  0.341
H  0.285007  -2.709004  -3.336379  0.310
H  -1.728041  -2.391721  0.187621  0.202
Cl  2.677404  -0.110900  -1.756969  -0.360
C  1.807456  0.448099  1.724377  -0.593
N  0.775172  0.104013  2.692028  0.294
C  1.225312  0.067953  4.084415  -1.089
C  -0.511183  0.016270  2.296414  0.462
S  -0.996242  0.318146  0.639598  -0.231
N  -1.527062  -0.269573  3.151623  0.137
C  -1.415716  -0.369485  4.611136  -0.965
C  -2.887271  -0.292780  2.633197  -0.842
H  2.767182  0.082413  2.110409  0.371
H  1.871227  1.529924  1.560048  0.371
H  1.611191  -0.037845  0.731217  0.026
H  0.737109  0.822480  4.708463  0.347
H  1.089399  -0.923750  4.524446  0.381
H  2.297014  0.275507  4.098526  0.386
H  -1.170523  0.589367  5.070203  0.375
H  -2.412276  -0.650601  4.967762  0.313
H  -0.716337  -1.146307  4.908439  0.319
H  -3.232026  0.716979  2.343316  0.390
H  -2.964891  -0.974300  1.768663  0.254
H  -3.525123  -0.663515  3.436388  0.310

Forces on the atoms, in the same order (eV/Å):
-0.6 0.0 0.5
-0.7 -0.1 -1.5
0.0 0.0 0.1
0.3 -0.3 -0.1
0.3 0.4 0.1
-0.1 0.4 0.5
0.1 1.5 -1.0
0.0 0.3 0.0
0.1 0.1 -0.1
0.0 -0.3 0.2
0.0 -0.2 -0.1
-0.2 0.2 -0.1
-0.1 0.2 0.0
0.1 0.1 -0.2
0.1 0.0 -0.2
0.1 0.4 0.1
-0.1 -0.2 0.0
0.1 0.1 0.2
0.2 0.3 0.2
-0.2 -1.7 -1.1
-0.1 -0.5 0.1
0.1 -0.4 0.2
-0.1 -0.1 0.0
0.0 0.2 0.1
0.1 0.0 -0.1
0.1 0.0 0.1
-0.2 -0.2 0.0
0.0 0.2 -0.2
-0.2 0.2 0.0
0.2 -0.3 0.3
0.2 -0.1 0.3
0.1 -0.2 -0.2
0.8 0.1 0.1
0.3 -0.2 -0.6
-1.0 0.1 -0.9
0.6 -0.1 0.7
-0.4 -0.1 2.1
-0.1 0.1 1.1
1.2 0.4 -1.0
-0.7 -0.3 0.5
-0.8 0.0 -0.4
-0.3 0.1 -0.3
0.0 -0.3 0.1
0.4 0.2 1.1
0.3 -0.2 -0.3
0.2 0.3 -0.2
-0.2 0.0 -0.1
-0.1 -0.2 -0.1
0.4 0.0 0.0
-0.3 0.1 0.1
0.1 -0.5 0.1
-0.1 0.3 0.4
0.0 0.0 -0.3

(3)
The following is a DFT calculation (ωB97M-V/def2-TZVPD) of a gas-phase ion, C7H14N3S (charge +1) in a non-equilibrium geometry.

Properties
E_LUMO: -0.185 Eh
Energy above the lowest of the compared OMol25 structures with the same formula, charge and spin: 281.0 kJ/mol
Highest occupied orbital energy: -0.4846 Ha
Kohn-Sham gap: 8.165 eV
Total charge: +1

Each line ends with the Mulliken charge.
Cartesian coordinates (Å):
C  0.036269  0.618717  0.500286  0.732
C  -0.911711  1.691684  0.989887  -0.780
C  -2.130875  1.521897  -0.003445  -0.659
C  -2.049820  0.045457  -0.327261  -0.590
C  -0.038739  -1.557580  -0.515297  -0.492
C  -0.375249  -2.704300  0.398906  -1.156
C  3.789401  1.118670  -0.896899  -0.749
N  1.345805  0.619589  0.602050  -0.293
N  -0.616440  -0.324321  -0.101860  0.065
N  2.219220  -0.362847  0.817659  -0.201
S  3.726863  -0.275668  0.296584  0.213
H  -1.076329  1.417202  2.044765  0.318
H  -0.371530  2.582553  1.129307  0.457
H  -3.005998  1.905212  0.458780  0.398
H  -1.950918  2.189259  -0.860622  0.299
H  -2.608592  -0.450355  0.463416  0.321
H  -2.459180  -0.184345  -1.333863  0.389
H  -0.567736  -1.686493  -1.460097  0.318
H  -1.459935  -2.866821  0.515171  0.341
H  0.190068  -2.610027  1.340301  0.323
H  -0.036034  -3.549084  -0.017257  0.449
H  3.415108  0.802365  -1.867313  0.304
H  4.770890  1.367819  -1.048702  0.395
H  2.926121  1.779282  -0.508392  0.267
H  0.966901  -1.205671  -0.617122  0.330

Forces on the atoms, in the same order (eV/Å):
-0.7 -0.4 0.9
0.4 -1.5 -0.1
2.5 1.4 0.5
-0.5 0.0 0.4
-1.8 0.4 -1.0
-0.3 2.3 1.8
-4.5 -1.0 1.0
3.7 -0.8 0.2
-2.1 1.2 -0.1
-3.1 2.2 0.1
0.3 0.4 -0.8
-0.6 -0.3 -0.3
0.2 1.7 -0.6
-1.0 -0.3 0.4
0.1 -0.5 0.1
-0.3 -0.5 -0.3
0.7 -0.2 0.7
0.8 -0.6 -0.5
0.5 0.5 0.3
-0.7 0.1 0.0
1.4 -3.3 -1.7
-0.1 -0.5 -0.1
2.3 1.4 0.3
2.1 -0.1 -0.4
0.9 -1.4 -0.6

(4)
The following is a DFT calculation (ωB97M-V/def2-TZVPD) of 5 unconnected molecules or ions with the total composition C19H28Br10N2O5P2 in a non-equilibrium geometry.

Properties
E_LUMO: -0.024 Eh
SMILES string: CC[C@H](Br)c1cc2c(c(P(O)Br)c1)C(=O)N(P(=N)(O)O)C2=O.BrCCBr.BrCCBr.BrCCBr.BrCCBr
Highest occupied orbital energy: -0.3150 Ha
Kohn-Sham gap: 7.913 eV
Total charge: 0

Each line ends with the Mulliken charge.
Cartesian coordinates (Å):
C  -6.032710  1.343433  -0.040809  -0.933
C  -5.338919  0.234018  -0.860535  -0.643
C  -4.279194  0.772108  -1.856299  -0.256
Br  -4.407424  -0.236498  -3.516783  -0.178
C  -2.901184  0.658142  -1.220373  0.668
C  -1.986051  -0.322461  -1.557015  -0.437
C  -0.790514  -0.345106  -0.869902  -0.453
C  -0.503280  0.570526  0.116181  0.772
C  -1.400479  1.562737  0.468833  -0.537
P  -1.038947  2.786702  1.796702  0.012
O  -2.512411  3.486889  1.947255  -0.435
Br  -0.886984  1.415041  3.563632  -0.213
C  -2.605712  1.595525  -0.221100  -0.529
C  0.846931  0.274999  0.665521  -0.038
O  1.512709  0.965534  1.389925  -0.544
N  1.223276  -0.972752  0.088034  0.425
P  2.270116  -2.044566  0.912608  0.665
N  3.537404  -2.379275  0.084973  -0.421
O  2.556588  -1.386818  2.327861  -0.383
O  1.352838  -3.294081  1.262197  -0.538
C  0.354276  -1.303468  -1.006327  0.057
O  0.503404  -2.144897  -1.843629  -0.594
H  -7.012036  1.539822  -0.470319  0.336
H  -6.113603  1.019734  0.993899  0.215
H  -5.452134  2.265459  -0.018937  0.280
H  -6.054728  -0.403073  -1.372200  0.566
H  -4.818636  -0.412744  -0.151078  0.326
H  -4.455743  1.821436  -2.077823  0.578
H  -2.184432  -1.053287  -2.326874  0.504
H  -3.136105  2.870930  2.359919  0.313
H  -3.324909  2.359144  0.035977  0.909
H  4.365840  -2.102813  0.599289  -0.020
H  3.362017  -0.833763  2.290210  -0.003
H  1.573312  -3.594700  2.153725  0.344
Br  2.920363  -3.290376  -2.330348  0.119
C  3.235446  -4.473608  -3.857418  -0.698
C  4.512283  -4.062771  -4.541850  -0.062
Br  4.277745  -2.444260  -5.602688  -0.157
H  2.366828  -4.436188  -4.509324  0.370
H  3.329485  -5.475804  -3.443973  0.340
H  4.858782  -4.815554  -5.247246  0.406
H  5.286285  -3.843466  -3.808316  -0.221
Br  -7.923586  3.833104  2.010885  -0.141
C  -9.626477  2.910344  2.197159  -0.593
C  -9.540164  1.770818  3.176370  -0.564
Br  -8.633274  0.229684  2.412076  -0.131
H  -9.920005  2.586955  1.204012  0.366
H  -10.323686  3.664685  2.554406  0.354
H  -10.535042  1.418114  3.438129  0.336
H  -9.000915  2.037475  4.079155  0.368
Br  5.453076  -0.112680  2.315679  -0.041
C  6.432764  1.437448  2.974909  -0.618
C  5.551184  2.351639  3.781898  -0.611
Br  4.367493  3.391502  2.647739  -0.115
H  6.859966  1.921767  2.102869  0.409
H  7.229967  1.027478  3.590337  0.360
H  6.158198  3.076831  4.318873  0.358
H  4.921838  1.813088  4.482798  0.375
Br  8.245446  0.619681  -1.804064  -0.180
C  6.566642  0.002003  -2.581391  -0.630
C  6.021280  -1.194140  -1.855076  0.066
Br  6.977619  -2.825228  -2.309253  -0.164
H  6.759629  -0.197479  -3.630346  0.403
H  5.881982  0.841821  -2.489411  0.403
H  4.989488  -1.385239  -2.146364  -0.042
H  6.076785  -1.089521  -0.776964  0.120

Forces on the atoms, in the same order (eV/Å):
0.3 -0.4 -0.3
0.3 0.2 0.4
0.1 -0.5 0.6
0.0 0.2 -0.2
-0.4 0.5 -0.3
0.2 -0.2 -0.1
0.1 0.1 0.0
0.2 -0.1 -0.1
-0.2 0.0 0.6
0.7 0.7 -0.5
0.1 -0.6 0.4
-0.4 0.0 0.0
0.2 -0.2 -0.1
-0.2 0.2 -0.1
-0.2 -0.3 -0.2
0.0 -0.5 0.4
2.0 -0.2 -0.8
-0.5 0.8 1.1
-0.5 -0.1 0.0
-0.5 0.6 0.1
-0.6 0.2 0.1
-0.6 0.5 0.9
-0.1 0.2 0.3
-0.4 0.1 0.0
-0.1 0.1 -0.2
-0.1 0.2 0.0
0.0 -0.1 -0.2
-0.2 -0.1 -0.3
0.0 0.0 0.0
-0.3 0.2 -0.1
0.0 0.0 -0.1
0.3 -0.3 -0.3
-0.5 0.1 0.2
-0.1 -0.2 0.0
0.9 -1.2 -1.2
-0.2 0.4 0.1
0.0 -0.2 -0.1
0.1 0.0 0.1
0.0 0.0 -0.1
0.1 0.0 0.0
0.0 0.0 0.0
-0.1 -0.1 -0.3
0.0 0.0 0.0
0.1 0.2 0.1
-0.1 -0.2 -0.1
0.0 0.0 0.1
0.0 0.0 0.0
0.0 0.0 0.0
0.0 0.0 0.0
0.0 0.0 0.0
0.5 0.0 -0.1
0.0 0.0 0.1
-0.1 0.2 -0.1
0.0 -0.1 0.0
0.0 0.0 0.0
0.0 0.0 0.0
0.0 0.0 0.0
0.0 0.0 0.0
0.0 0.0 0.0
0.1 0.1 0.1
-0.2 -0.1 -0.2
0.3 0.2 0.3
0.0 0.0 0.0
0.0 0.0 0.0
0.0 0.0 0.0
0.0 0.0 0.0

no.,DFT total energy (Ha)
1,-820.6022
2,-2535.2366
3,-837.2353
4,-27649.4921